{"formula": "C3H7NO2", "method": "ωB97M-V with the def2-TZVPD basis set", "species": ["C", "C", "C", "H", "H", "H", "H", "H", "H", "H", "N", "O", "O"], "coordinates": [[-1.350, 0.062, 0.034], [-0.185, -0.847, 0.490], [1.026, -0.595, -0.378], [-0.084, 1.649, 0.405], [-1.694, 2.091, -0.232], [-0.670, -1.852, 0.441], [-0.046, -0.784, 1.598], [0.497, -0.401, -1.350], [1.773, -1.412, -0.493], [2.511, 0.591, -0.394], [-1.006, 1.338, 0.082], [-2.445, -0.409, -0.275], [1.673, 0.569, 0.071]], "forces_ev_per_angstrom": [[-0.3, -2.0, 0.9], [-1.6, -1.4, 1.3], [-1.0, -0.6, -1.0], [-0.7, -0.5, -0.4], [1.4, -1.7, 0.7], [0.9, 0.4, -0.6], [0.4, 0.6, -0.8], [1.2, -0.3, 0.1], [-0.8, 0.2, 0.2], [0.2, 0.4, 0.1], [-1.2, 3.7, -0.7], [1.0, 0.9, 0.0], [0.5, 0.3, 0.2]], "lowdin_charge": [-0.588, -0.115, -0.272, 0.103, 0.157, 0.128, 0.131, 0.131, 0.129, 0.092, 0.157, 0.025, -0.077], "charge": 0, "relative_energy_kj_mol": 102.1, "spin_multiplicity": 1, "orbital_gap_ev": 10.2, "e_lumo_ev": 0.66}